Version w
{"formula": "C16H16Cl2N2O2", "method": "ωB97M-V with the def2-TZVPD basis set", "species": ["O", "C", "C", "C", "C", "C", "C", "Cl", "C", "Cl", "N", "C", "C", "C", "O", "C", "C", "C", "C", "C", "N", "C", "H", "H", "H", "H", "H", "H", "H", "H", "H", "H", "H", "H", "H", "H", "H", "H"], "positions_angstrom": [[-1.451, 1.321, -0.896], [-0.850, 0.412, -0.248], [-1.656, -0.313, 0.690], [-2.709, 0.410, 1.328], [-3.466, -0.241, 2.325], [-3.232, -1.544, 2.717], [-2.285, -2.304, 1.981], [-2.002, -3.932, 2.415], [-1.462, -1.674, 1.045], [-0.382, -2.812, 0.137], [0.503, 0.657, -0.195], [1.138, 1.461, -1.144], [0.950, 2.793, -1.107], [1.571, 3.716, -2.061], [2.951, 3.269, -2.380], [3.060, 1.961, -2.719], [2.161, 1.046, -2.205], [1.412, 0.067, 0.815], [2.844, 0.649, 0.815], [3.447, 0.048, 2.090], [2.316, 0.196, 3.008], [0.984, 0.074, 2.446], [-3.032, 1.465, 1.122], [-4.307, 0.280, 2.760], [-3.904, -1.977, 3.520], [0.246, 3.186, -0.399], [1.036, 3.743, -2.974], [1.714, 4.688, -1.637], [3.745, 1.657, -3.486], [1.978, 0.080, -2.539], [1.426, -0.979, 0.633], [3.504, 0.379, -0.063], [2.765, 1.723, 0.881], [4.271, 0.444, 2.540], [3.587, -1.096, 2.060], [2.351, 1.096, 3.452], [0.434, -0.830, 2.672], [0.455, 0.988, 2.711]], "orbital_gap_ev": 7.99, "lumo_energy_ev": -0.05}

Version x
{"formula": "C16H16Cl2N2O2", "method": "ωB97M-V with the def2-TZVPD basis set", "species": ["C", "C", "N", "C", "C", "C", "C", "C", "C", "C", "O", "C", "O", "N", "C", "C", "C", "C", "C", "Cl", "C", "Cl", "H", "H", "H", "H", "H", "H", "H", "H", "H", "H", "H", "H", "H", "H", "H", "H"], "positions_angstrom": [[-1.045, -2.734, -1.936], [-0.997, -1.988, -0.602], [-1.447, -0.624, -0.794], [-1.758, 0.195, 0.294], [-1.330, -0.116, 1.582], [-1.586, 0.740, 2.638], [-2.272, 1.921, 2.427], [-2.694, 2.243, 1.149], [-2.444, 1.401, 0.080], [-2.891, 1.784, -1.310], [-3.553, 3.026, -1.294], [0.456, -2.035, -0.098], [0.912, -3.013, 0.449], [1.132, -0.896, -0.392], [2.423, -0.526, -0.053], [3.347, -1.411, 0.497], [4.623, -0.980, 0.807], [5.007, 0.328, 0.576], [4.094, 1.219, 0.030], [4.563, 2.854, -0.257], [2.809, 0.801, -0.282], [1.668, 1.924, -0.947], [-0.638, -3.733, -1.809], [-2.070, -2.818, -2.290], [-0.454, -2.207, -2.682], [-1.612, -2.531, 0.133], [-2.085, -0.528, -1.570], [-0.789, -1.031, 1.768], [-1.244, 0.475, 3.627], [-2.475, 2.591, 3.248], [-3.224, 3.163, 0.961], [-3.570, 1.005, -1.706], [-2.009, 1.830, -1.970], [-3.789, 3.265, -2.195], [0.567, -0.157, -0.808], [3.043, -2.428, 0.680], [5.330, -1.674, 1.234], [6.002, 0.668, 0.814]], "orbital_gap_ev": 8.69, "lumo_energy_ev": 0.42}

Verdict on stability: version x comes out on top.

Version w
{"formula": "C5H10N2S", "method": "ωB97M-V with the def2-TZVPD basis set", "species": ["C", "C", "C", "S", "N", "N", "C", "C", "H", "H", "H", "H", "H", "H", "H", "H", "H", "H"], "positions_angstrom": [[0.222, 0.668, -1.846], [-0.070, 0.589, -0.363], [-0.651, -0.717, 0.030], [-2.182, -1.229, -0.253], [0.217, -1.507, 0.699], [-0.168, -2.747, 1.259], [0.908, 1.299, 0.736], [-0.497, 1.772, 0.386], [0.622, 1.736, -1.929], [-0.753, 0.621, -2.396], [0.980, -0.131, -1.998], [1.214, -1.148, 0.937], [0.615, -3.358, 1.052], [-1.170, -2.919, 0.825], [1.731, 1.767, 0.221], [1.117, 0.982, 1.720], [-1.366, 1.558, 1.052], [-0.770, 2.764, -0.132]], "orbital_gap_ev": 9.04, "lumo_energy_ev": 0.80}

Version x
{"formula": "C5H10N2S", "method": "ωB97M-V with the def2-TZVPD basis set", "species": ["C", "C", "C", "C", "N", "S", "N", "C", "H", "H", "H", "H", "H", "H", "H", "H", "H", "H"], "positions_angstrom": [[-1.027, -1.258, -0.929], [-0.385, -0.452, -0.192], [-0.677, 0.711, 0.755], [-1.223, 0.076, 2.015], [0.452, 1.621, 0.968], [1.843, 0.696, 0.856], [1.391, -0.410, -0.399], [1.835, -0.266, -1.719], [-0.534, -2.055, -1.501], [-2.067, -1.197, -1.074], [-1.571, 1.146, 0.305], [-1.244, 0.829, 2.903], [-0.581, -0.723, 2.246], [-2.270, -0.327, 2.007], [0.343, 2.419, 0.252], [1.396, 0.532, -2.306], [2.920, -0.142, -1.847], [1.401, -1.201, -2.340]], "orbital_gap_ev": 8.87, "lumo_energy_ev": 0.76}

Verdict on stability: version w comes out on top.

Version w
{"formula": "CH6N2", "method": "ωB97M-V with the def2-TZVPD basis set", "species": ["C", "N", "N", "H", "H", "H", "H", "H", "H"], "positions_angstrom": [[-0.848, -0.203, -0.453], [0.254, -0.833, -0.088], [1.422, -0.107, -0.307], [-0.672, 0.020, 1.105], [2.171, -0.513, 0.237], [1.347, 0.893, -0.097], [-0.837, 0.720, -1.040], [-1.723, -0.825, -0.573], [-1.115, 0.848, 1.216]], "orbital_gap_ev": 9.24, "lumo_energy_ev": 0.99}

Version x
{"formula": "CH6N2", "method": "ωB97M-V with the def2-TZVPD basis set", "species": ["C", "N", "N", "H", "H", "H", "H", "H", "H"], "positions_angstrom": [[-0.247, 1.194, -0.256], [0.369, 0.704, 0.731], [-0.157, -0.305, 1.435], [0.751, -1.011, -1.648], [0.534, -0.843, 1.935], [-0.920, -0.839, 1.021], [-1.196, 0.809, -0.636], [0.185, 2.052, -0.739], [0.680, -1.762, -1.843]], "orbital_gap_ev": 10.39, "lumo_energy_ev": 1.36}

Verdict on stability: version x comes out on top.